Below is a 6-piece molecular cluster, C45H83FN4O11P overall in a non-equilibrium geometry, with properties calculated with wB97M-V/def2-TZVPD.

E_LUMO (eV): -2.67
Gap between HOMO and LUMO (eV): 7.85

Structure (ORCA input):
```
! wB97M-V def2-TZVPD RIJCOSX def2/J DEFGRID3
* xyz 1 1
C -3.54 4.64 1.01
C -2.65 4.25 0.30
C -1.57 3.74 -0.53
C -1.63 2.18 -0.74
C -3.08 1.83 -1.17
O -3.89 1.46 -0.08
C -4.91 0.53 -0.39
C -1.31 1.68 0.69
C -0.93 0.19 0.92
N -2.16 -0.59 0.88
C -2.26 -1.74 1.26
O -2.42 -2.82 1.65
P -0.14 0.30 2.67
C 0.18 -1.39 3.36
C -1.48 0.98 3.75
C -2.73 0.13 3.97
C 0.16 -0.15 -0.13
O 1.24 0.70 0.25
C 0.70 -1.62 -0.07
C 2.14 -1.79 0.40
C 2.57 -3.25 0.37
O 3.57 -3.58 0.94
O 1.87 -4.16 -0.38
N -0.16 0.20 -1.56
N -0.93 -0.72 -2.32
C -1.97 -1.57 -1.81
C -2.53 -2.38 -3.01
C -3.98 -2.83 -2.79
C -4.79 -2.66 -4.08
C -0.58 1.73 -1.79
C 0.69 2.59 -1.71
C 1.88 2.06 -2.45
O 2.93 1.83 -1.93
F 1.73 1.82 -3.76
N -1.12 1.72 -3.15
C -1.72 2.95 -3.71
C -0.79 3.82 -4.56
H -4.09 5.09 1.80
H -0.66 4.00 0.02
H -1.50 4.30 -1.46
H -3.11 1.08 -1.97
H -3.52 2.72 -1.62
H -5.69 0.66 0.35
H -5.32 0.69 -1.39
H -4.53 -0.49 -0.27
H -0.48 2.25 1.12
H -2.18 1.86 1.31
H 1.22 -1.43 3.66
H -0.39 -1.49 4.28
H -0.08 -2.25 2.74
H -1.74 1.97 3.38
H -0.98 1.14 4.70
H -3.36 0.08 3.09
H -3.32 0.58 4.77
H -2.49 -0.88 4.30
H 1.84 0.88 -0.49
H 0.06 -2.23 0.58
H 0.64 -2.08 -1.05
H 2.33 -1.43 1.40
H 2.85 -1.30 -0.26
H 1.01 -4.32 0.04
H 0.75 0.12 -2.02
H -0.42 -1.10 -3.11
H -2.80 -1.06 -1.35
H -1.62 -2.31 -1.09
H -1.87 -3.24 -3.13
H -2.44 -1.76 -3.90
H -4.45 -2.30 -1.96
H -3.95 -3.90 -2.59
H -5.86 -2.81 -3.92
H -4.47 -3.39 -4.81
H -4.58 -1.68 -4.51
H 0.51 3.60 -2.07
H 1.02 2.71 -0.68
H -0.37 1.49 -3.79
H -2.48 2.60 -4.40
H -2.27 3.54 -2.99
H -1.41 4.37 -5.27
H -0.13 3.20 -5.17
H -0.24 4.56 -4.00
C 0.80 4.08 6.84
C 1.96 4.00 5.84
C 1.21 3.80 4.53
O -0.04 4.46 4.66
C -0.25 4.82 6.03
H 1.06 4.58 7.77
H 0.45 3.08 7.08
H 2.50 4.95 5.82
H 2.67 3.21 6.05
H 1.02 2.73 4.35
H 1.75 4.20 3.67
H -0.13 5.91 6.13
H -1.27 4.56 6.32
C 4.22 -1.82 -4.75
C 3.09 -0.81 -4.62
C 3.18 -0.06 -5.94
O 3.67 -0.99 -6.90
C 4.15 -2.17 -6.23
H 4.11 -2.69 -4.11
H 5.17 -1.34 -4.52
H 2.13 -1.33 -4.55
H 3.19 -0.15 -3.75
H 3.89 0.78 -5.87
H 2.22 0.33 -6.28
H 3.44 -2.98 -6.41
H 5.11 -2.45 -6.65
C 4.19 -1.72 -9.90
C 4.88 -2.03 -11.22
C 3.73 -1.89 -12.21
O 2.85 -0.90 -11.67
C 3.22 -0.63 -10.31
H 4.87 -1.40 -9.11
H 3.65 -2.59 -9.54
H 5.65 -1.29 -11.43
H 5.34 -3.02 -11.26
H 3.17 -2.83 -12.31
H 4.06 -1.57 -13.20
H 3.69 0.36 -10.27
H 2.32 -0.61 -9.70
C 1.00 -6.24 4.97
C 2.04 -6.44 3.86
C 1.42 -5.65 2.72
O 0.69 -4.57 3.32
C 0.57 -4.80 4.73
H 1.40 -6.40 5.97
H 0.16 -6.92 4.82
H 2.99 -6.00 4.16
H 2.21 -7.49 3.61
H 0.72 -6.27 2.15
H 2.17 -5.25 2.05
H 1.22 -4.09 5.25
H -0.46 -4.61 5.04
C -1.48 2.85 11.50
C -2.73 2.30 10.81
C -2.48 2.71 9.36
O -1.07 2.70 9.17
C -0.41 2.60 10.45
H -1.26 2.36 12.45
H -1.59 3.92 11.68
H -2.76 1.21 10.89
H -3.66 2.70 11.21
H -2.86 3.72 9.17
H -2.94 2.03 8.65
H 0.01 1.60 10.54
H 0.40 3.33 10.49
*
```

=====

Below is C23H28N3O7Ru as an isolated structure, with properties calculated with wB97M-V/def2-TZVPD.

Relative energy (zero: lowest compared OMol25 entry of this formula, charge and spin) (kcal per mole): 9.4
E_LUMO (spin up / spin down) (eV): 0.21 / -1.14
Expectation value of S²: 0.76
Gap between HOMO and LUMO (spin up / spin down) (eV): 8.06 / 6.71

Structure (ORCA input):
```
! wB97M-V def2-TZVPD RIJCOSX def2/J DEFGRID3
* xyz 0 2
Ru 0.60 1.93 -1.50
C 4.47 3.57 -1.23
C 3.14 2.94 -0.98
N 2.23 2.89 -1.92
O 2.57 3.43 -3.15
C 2.75 2.36 0.26
C 3.59 2.32 1.49
N 1.52 1.84 0.24
O 0.99 1.32 1.24
H 4.34 4.53 -1.72
H 5.05 2.94 -1.91
H 5.02 3.69 -0.30
H 1.73 3.42 -3.63
H 4.61 2.00 1.27
H 3.14 1.61 2.19
H 3.63 3.29 1.99
C -3.33 3.35 -3.60
C -2.63 3.49 -2.26
C -3.00 4.78 -1.55
O -2.97 2.42 -1.38
C -1.11 3.33 -2.40
O -0.63 2.60 -3.29
O -0.36 3.76 -1.44
H -4.41 3.35 -3.44
H -3.04 2.42 -4.09
H -3.08 4.18 -4.26
H -4.08 4.81 -1.42
H -2.69 5.64 -2.14
H -2.52 4.82 -0.58
H -2.91 1.58 -1.86
C -0.72 -3.51 5.12
C -1.50 -3.40 3.83
C -2.80 -3.89 3.77
C -3.54 -3.80 2.61
C -2.98 -3.23 1.48
C -1.68 -2.74 1.53
N -1.13 -2.16 0.35
C -0.08 -2.72 -0.32
C 0.23 -4.08 -0.13
C 1.27 -4.68 -0.80
C 2.06 -3.96 -1.69
C 1.79 -2.63 -1.89
C 0.74 -1.99 -1.22
C 0.57 -0.56 -1.43
O 1.50 0.16 -1.95
O -0.47 0.08 -1.08
C -0.93 -2.79 2.70
C 0.45 -2.20 2.75
H -1.28 -4.09 5.85
H -0.53 -2.52 5.55
H 0.25 -3.98 4.96
H -3.23 -4.35 4.65
H -4.56 -4.18 2.58
H -3.53 -3.16 0.55
H -1.31 -1.18 0.16
H -0.38 -4.66 0.56
H 1.46 -5.73 -0.63
H 2.87 -4.45 -2.22
H 2.40 -2.03 -2.55
H 1.21 -2.94 2.45
H 0.70 -1.87 3.75
H 0.54 -1.35 2.08
*
```